*1*
C6H16N | ωB97M-V/def2-TZVPD

The geometry in XYZ format:
```
23
C6H16N (ωB97M-V/def2-TZVPD)
C 0.027 -1.735 -2.297
C -0.183 -0.534 -1.435
C -0.343 -0.545 -0.060
C 1.253 -0.158 -0.216
C 1.492 1.366 -0.323
C 0.879 2.182 0.810
N -2.548 -0.495 2.751
H 0.911 -2.266 -1.942
H 0.155 -1.467 -3.336
H -0.792 -2.447 -2.221
H -0.406 0.392 -1.944
H -0.274 -1.563 0.309
H -1.098 -0.070 0.568
H 1.560 -0.380 0.797
H 2.022 -0.516 -0.892
H 1.226 1.793 -1.287
H 2.566 1.477 -0.246
H 1.004 3.237 0.556
H -0.186 1.997 0.912
H 1.408 2.013 1.738
H -2.577 -1.386 2.283
H -2.340 -0.573 3.730
H -3.394 0.019 2.581
```

The value obtained for the HOMO-LUMO gap is 8.4 eV. Its total charge is +1. As for the LUMO energy: -4.837 eV.

Results of the Löwdin charge analysis, in e, for atoms 1 through 2: -0.0050 -0.0719

*2*
C6H16N | ωB97M-V/def2-TZVPD

The geometry in XYZ format:
```
23
C6H16N (ωB97M-V/def2-TZVPD)
C -2.353 0.335 -1.015
C -0.911 -0.295 -1.010
C -0.238 -0.089 0.256
C 0.252 0.574 -1.474
C 1.624 -0.275 -1.672
C 2.650 0.158 -0.732
N -1.099 -0.633 4.077
H -3.065 0.074 -1.805
H -2.879 -0.044 -0.108
H -2.267 1.469 -0.778
H -0.867 -1.330 -1.530
H -0.659 0.600 1.005
H 0.270 -0.947 0.741
H 0.461 1.466 -0.937
H 0.071 1.069 -2.535
H 1.259 -1.380 -1.629
H 2.125 -0.208 -2.686
H 2.322 -0.089 0.326
H 2.979 1.272 -0.838
H 3.548 -0.413 -0.960
H -0.830 0.337 3.964
H -1.986 -0.580 4.661
H -0.406 -1.070 4.677
```

The value obtained for the HOMO-LUMO gap is 7.2 eV. Its total charge is +1. As for the LUMO energy: -6.205 eV.

Results of the Löwdin charge analysis, in e, for atoms 1 through 2: -0.0298 -0.3506

*3*
C6H16N | ωB97M-V/def2-TZVPD

The geometry in XYZ format:
```
23
C6H16N (ωB97M-V/def2-TZVPD)
C 0.108 -2.265 -0.471
C 0.468 -0.910 -0.974
C 1.286 -0.017 -0.303
C -0.959 0.781 -0.454
C 1.589 0.031 1.192
C 1.777 -1.235 2.043
N -3.300 3.013 -0.950
H -0.428 -2.823 -1.219
H -0.206 -2.225 0.583
H 1.082 -2.779 -0.358
H 0.136 -0.646 -1.995
H 1.841 0.705 -0.901
H -0.638 1.764 -0.131
H -1.278 0.042 0.256
H -1.552 0.652 -1.345
H 0.689 0.524 1.562
H 2.421 0.726 1.428
H 2.237 -1.889 1.309
H 0.770 -1.660 2.305
H 2.259 -1.100 3.003
H -3.619 3.983 -0.963
H -2.507 2.982 -1.582
H -4.000 2.470 -1.468
```

The value obtained for the HOMO-LUMO gap is 8.3 eV. Its total charge is +1. As for the LUMO energy: -5.223 eV.

Results of the Löwdin charge analysis, in e, for atoms 1 through 2: -0.0381 -0.1531

*4*
C6H16N | ωB97M-V/def2-TZVPD

The geometry in XYZ format:
```
23
C6H16N (ωB97M-V/def2-TZVPD)
C -2.659 -0.413 0.712
N -1.595 0.284 -0.077
C -1.465 1.752 0.155
H -2.718 -1.445 0.375
H -2.546 -0.290 1.780
H -3.589 0.050 0.378
H -1.824 0.121 -1.056
H -0.678 -0.170 0.048
H -2.415 2.218 -0.093
H -0.646 2.124 -0.450
H -1.253 1.938 1.204
C 2.972 0.659 -0.529
C 1.555 0.119 -0.326
C 1.426 -1.382 -0.421
C 0.648 -2.136 0.353
H 3.445 0.189 -1.390
H 2.929 1.734 -0.689
H 3.603 0.447 0.331
H 0.964 0.464 -1.191
H 1.117 0.516 0.593
H 2.036 -1.866 -1.176
H 0.594 -3.213 0.284
H 0.096 -1.702 1.185
```

The value obtained for the HOMO-LUMO gap is 10.4 eV. Its total charge is +1. As for the LUMO energy: -3.147 eV.

Results of the Löwdin charge analysis, in e, for atoms 1 through 2: 0.0090 -0.0504

Sorted by energy, starting with the most stable: *4*, *1*, *3*, *2*.

*1*
C4H16N2O2 | ωB97M-V/def2-TZVPD

The geometry in XYZ format:
```
24
C4H16N2O2 (ωB97M-V/def2-TZVPD)
C -0.534 2.457 -0.865
N -0.643 1.901 0.489
C -1.166 0.521 0.613
C -0.514 -0.462 -0.297
N 0.547 -1.193 0.386
C 1.487 -1.852 -0.561
H 0.268 3.179 -0.858
H -1.437 2.961 -1.037
H -0.453 1.698 -1.622
H -1.270 2.442 1.011
H -1.070 0.288 1.684
H -2.244 0.586 0.546
H -1.185 -1.170 -0.742
H -0.013 -0.057 -1.173
H 1.082 -0.522 0.998
H 0.956 -1.966 -1.510
H 2.376 -1.287 -0.610
H 1.709 -2.818 -0.107
H -1.163 -3.284 1.147
H -1.951 -2.018 0.857
O -2.067 -2.969 1.047
H 1.909 1.340 -0.386
H 2.912 1.424 0.799
O 2.462 0.799 0.191
```

The value obtained for the HOMO-LUMO gap (spin up / spin down) is 10.2 / 5.0 eV. Its total charge is +1. As for the LUMO energy (spin up / spin down): -2.859 / -7.920 eV. As for the spin multiplicity: 2. Its expectation value of S² is 0.754.

Results of the Löwdin charge analysis, in e, for atoms 1 through 2: -0.0865 -0.1015

*2*
C4H16N2O2 | ωB97M-V/def2-TZVPD

The geometry in XYZ format:
```
24
C4H16N2O2 (ωB97M-V/def2-TZVPD)
C -1.606 -0.648 1.330
N -0.827 -0.347 0.060
C -1.153 1.070 -0.536
C -0.363 1.460 -1.644
C 0.936 2.085 -1.415
N 1.008 -0.852 2.487
H -2.659 -0.451 1.074
H -1.316 -0.017 2.161
H -1.267 -1.595 1.652
H 0.177 -0.459 0.388
H -2.129 0.900 -0.893
H -1.125 1.716 0.427
H -0.978 1.647 -2.474
H 1.879 1.565 -1.846
H 0.931 3.071 -1.982
H 1.193 2.372 -0.296
H 1.263 -0.086 1.887
H 1.332 -0.799 3.444
H 0.125 -0.247 -2.785
H -0.040 -1.111 -1.802
O 0.204 -1.190 -2.784
H 1.280 -1.913 1.667
H 1.750 -3.514 1.049
O 1.387 -2.659 0.831
```

The value obtained for the HOMO-LUMO gap (spin up / spin down) is 6.7 / 6.1 eV. Its total charge is +1. As for the LUMO energy (spin up / spin down): -6.513 / -8.324 eV. As for the spin multiplicity: 2. Its expectation value of S² is 1.765.

Results of the Löwdin charge analysis, in e, for atoms 1 through 2: -0.0085 0.1512

Sorted by energy, starting with the most stable: *1*, *2*.

*1*
C4H12N3 | ωB97M-V/def2-TZVPD

The geometry in XYZ format:
```
19
C4H12N3 (ωB97M-V/def2-TZVPD)
C 1.149 1.802 1.349
C 1.151 0.818 0.261
N 2.151 0.846 -0.642
N 0.046 0.181 0.036
C -0.176 -0.816 -0.935
C -1.352 -1.651 -0.602
N -2.162 -0.848 0.227
H 2.016 1.787 2.082
H 1.357 2.890 1.006
H 0.289 1.794 1.959
H 2.822 1.565 -0.530
H 2.109 0.284 -1.525
H -0.895 0.301 0.643
H -0.366 -0.367 -1.920
H 0.677 -1.374 -1.053
H -1.694 -2.048 -1.534
H -0.977 -2.402 0.075
H -3.169 -0.828 0.030
H -1.947 -1.039 1.269
```

The value obtained for the HOMO-LUMO gap is 10.7 eV. Its total charge is +1. As for the LUMO energy: -3.006 eV. The SMILES is CC(=[NH2+])NCCN.

Results of the Löwdin charge analysis, in e, for atoms 1 through 2: 0.0045 -0.3634

*2*
C4H12N3 | ωB97M-V/def2-TZVPD

The geometry in XYZ format:
```
19
C4H12N3 (ωB97M-V/def2-TZVPD)
C 2.515 -0.074 -0.053
C -0.642 1.666 0.672
C -1.451 -0.852 0.507
C -0.833 0.398 -0.009
N 2.062 1.063 -0.211
N -0.281 0.257 -1.182
N -1.244 -2.016 -0.399
H 3.599 -0.390 0.079
H 1.853 -0.970 0.110
H -0.734 1.419 1.796
H 0.485 1.960 0.566
H -1.345 2.276 0.219
H -2.550 -0.667 0.577
H -1.108 -1.119 1.457
H -0.360 -0.602 -1.649
H 0.159 1.111 -1.488
H -0.835 -2.760 0.152
H 2.810 1.701 -0.283
H -2.098 -2.403 -0.859
```

The value obtained for the HOMO-LUMO gap is 10.5 eV. Its total charge is +1. As for the LUMO energy: -3.764 eV.

Results of the Löwdin charge analysis, in e, for atoms 1 through 2: -0.0900 -0.0021

*3*
C4H12N3 | ωB97M-V/def2-TZVPD

The geometry in XYZ format:
```
19
C4H12N3 (ωB97M-V/def2-TZVPD)
N 0.322 1.661 2.659
C 1.144 1.005 1.762
N 0.715 0.366 0.727
C -0.681 0.452 0.350
C -0.711 0.248 -1.172
C -0.772 -1.222 -1.570
N 0.714 -1.667 -1.407
H 0.795 2.315 3.271
H -0.620 1.907 2.383
H 2.189 0.914 2.059
H -1.159 -0.348 0.899
H -1.181 1.413 0.617
H -1.570 0.728 -1.669
H 0.116 0.804 -1.601
H -1.046 -1.367 -2.608
H -1.311 -1.748 -0.749
H 1.240 -1.011 -0.783
H 1.164 -1.873 -2.288
H 0.653 -2.577 -0.882
```

The value obtained for the HOMO-LUMO gap is 9.8 eV. Its total charge is +1. As for the LUMO energy: -3.120 eV. The SMILES is N/C=N\CCC[NH3+].

Results of the Löwdin charge analysis, in e, for atoms 1 through 2: 0.1107 -0.2361

*4*
C4H12N3 | ωB97M-V/def2-TZVPD

The geometry in XYZ format:
```
19
C4H12N3 (ωB97M-V/def2-TZVPD)
N 1.702 -0.319 2.060
C 0.930 -1.035 1.029
C -0.308 -0.636 0.722
N -0.572 0.696 1.260
C -0.909 -0.901 -0.654
C -0.259 -0.042 -1.790
N -0.394 1.420 -1.570
H 2.614 -0.054 1.715
H 1.718 -1.015 2.798
H 1.498 -1.728 0.411
H 0.240 0.910 1.877
H -0.439 1.434 0.492
H -1.472 0.892 1.697
H -1.964 -0.555 -0.525
H -1.065 -1.966 -0.831
H 0.783 -0.351 -1.800
H -0.712 -0.354 -2.748
H -1.373 1.612 -1.814
H -0.018 1.989 -2.332
```

The value obtained for the HOMO-LUMO gap is 10.8 eV. Its total charge is +1. As for the LUMO energy: -3.128 eV. The SMILES is N/C=C(\[NH3+])CCN.

Results of the Löwdin charge analysis, in e, for atoms 1 through 2: 0.0340 -0.0781

Sorted by energy, starting with the most stable: *3*, *1*, *4*, *2*.

*1*
C4H12N3 | ωB97M-V/def2-TZVPD

The geometry in XYZ format:
```
19
C4H12N3 (ωB97M-V/def2-TZVPD)
N 1.813 0.578 1.679
C 0.619 -0.132 1.662
C -0.390 0.182 0.855
N -0.323 1.576 0.318
C -1.271 -0.746 0.092
C -0.644 -1.183 -1.248
N 0.295 -0.153 -1.766
H 2.318 0.529 0.808
H 2.477 0.195 2.343
H 0.593 -1.003 2.317
H -0.162 1.480 -0.699
H -1.176 2.078 0.545
H 0.533 2.049 0.621
H -2.231 -0.302 -0.208
H -1.552 -1.576 0.735
H -0.174 -2.160 -1.233
H -1.431 -1.252 -1.995
H -0.214 0.458 -2.408
H 0.921 -0.620 -2.417
```

The value obtained for the HOMO-LUMO gap is 10.0 eV. Its total charge is +1. As for the LUMO energy: -3.017 eV. The SMILES is N/C=C(\[NH3+])CCN.

Results of the Löwdin charge analysis, in e, for atoms 1 through 2: 0.0620 -0.1205

*2*
C4H12N3 | ωB97M-V/def2-TZVPD

The geometry in XYZ format:
```
19
C4H12N3 (ωB97M-V/def2-TZVPD)
C -1.753 0.008 -0.298
C 0.988 0.201 -1.473
C 1.635 0.754 0.897
C 0.703 0.214 -0.045
N -2.989 0.237 0.084
N 0.591 -1.954 0.515
N -0.705 0.505 0.299
H -1.519 -0.530 -1.197
H 1.161 1.266 -1.722
H 1.867 -0.500 -1.636
H 0.133 -0.328 -1.956
H 1.589 1.798 0.875
H 2.663 0.275 0.782
H 1.211 0.510 1.995
H -3.741 -0.255 -0.410
H -3.264 0.829 0.951
H 1.106 -2.058 1.430
H 1.075 -2.109 -0.291
H -0.752 1.136 1.199
```

The value obtained for the HOMO-LUMO gap (spin up / spin down) is 8.6 / 8.6 eV. Its total charge is +1. As for the LUMO energy (spin up / spin down): -3.979 / -3.979 eV.

Results of the Löwdin charge analysis, in e, for atoms 1 through 2: -0.1526 -0.0359

Sorted by energy, starting with the most stable: *1*, *2*.

*1*
C4H12N3 | ωB97M-V/def2-TZVPD

The geometry in XYZ format:
```
19
C4H12N3 (ωB97M-V/def2-TZVPD)
N 2.325 -0.691 1.536
C 2.126 0.106 0.496
N 1.197 -0.020 -0.426
C 0.109 -0.983 -0.350
C -1.266 -0.658 0.216
C -1.823 0.772 -0.246
N -1.062 1.339 -1.452
H 3.278 -0.884 1.797
H 1.504 -0.891 2.085
H 2.886 0.866 0.295
H 0.999 0.870 -0.882
H 0.059 -1.527 -1.294
H 0.403 -1.778 0.364
H -1.976 -1.401 -0.134
H -1.264 -0.740 1.314
H -2.887 0.638 -0.390
H -1.766 1.547 0.525
H -1.687 1.106 -2.212
H -1.155 2.330 -1.241
```

The value obtained for the HOMO-LUMO gap is 10.1 eV. Its total charge is +1. As for the LUMO energy: -3.789 eV. The SMILES is N/C=[NH+]\CCCN.

Results of the Löwdin charge analysis, in e, for atoms 1 through 2: 0.1773 -0.1257

*2*
C4H12N3 | ωB97M-V/def2-TZVPD

The geometry in XYZ format:
```
19
C4H12N3 (ωB97M-V/def2-TZVPD)
N 0.333 -0.921 1.882
C 1.075 -1.700 1.113
N 1.131 -1.261 -0.247
C -0.275 -1.015 -1.007
C -0.455 0.441 -1.492
C -1.020 1.351 -0.344
N -0.246 1.534 0.876
H 0.472 -0.705 2.954
H 0.422 0.135 1.230
H 1.737 -2.461 1.393
H 2.069 -1.385 -0.703
H -1.221 -1.340 -0.506
H -0.226 -1.661 -1.889
H -1.157 0.435 -2.315
H 0.470 0.850 -2.130
H -1.986 0.981 -0.056
H -1.347 2.379 -0.808
H 0.803 2.008 0.699
H -0.580 2.335 1.349
```

The value obtained for the HOMO-LUMO gap is 10.0 eV. Its total charge is +1. As for the LUMO energy: -4.077 eV. The SMILES is N/C=[NH+]\CCCN.

Results of the Löwdin charge analysis, in e, for atoms 1 through 2: 0.0886 -0.1189

Sorted by energy, starting with the most stable: *1*, *2*.

*1*
C3H3FOS | ωB97M-V/def2-TZVPD

The geometry in XYZ format:
```
9
C3H3FOS (ωB97M-V/def2-TZVPD)
C -0.962 -1.216 -0.007
C -0.826 0.083 -0.006
F -1.871 0.904 -0.001
C 0.473 0.862 -0.011
O 0.473 2.076 -0.008
S 1.959 -0.126 -0.007
H -1.976 -1.695 -0.007
H -0.053 -1.832 0.005
H 2.784 0.944 0.040
```

The value obtained for the HOMO-LUMO gap is 10.3 eV. As for the LUMO energy: -0.030 eV. The SMILES is C=C(F)C(=O)S.

Results of the Löwdin charge analysis, in e, for atoms 1 through 2: 0.0822 -0.3839

*2*
C3H3FOS | ωB97M-V/def2-TZVPD

The geometry in XYZ format:
```
9
C3H3FOS (ωB97M-V/def2-TZVPD)
F -2.672 -0.975 -0.027
C -1.740 -0.024 -0.002
C -0.440 -0.332 0.014
O 0.453 0.736 0.017
C 1.754 0.477 -0.025
S 2.523 -0.963 -0.006
H -2.118 1.010 0.029
H -0.066 -1.362 0.099
H 2.307 1.432 -0.099
```

The value obtained for the HOMO-LUMO gap is 9.3 eV. As for the LUMO energy: 0.031 eV. The SMILES is F/C=C/OC=S.

Results of the Löwdin charge analysis, in e, for atoms 1 through 2: 0.0319 -0.1145

Sorted by energy, starting with the most stable: *1*, *2*.